{"formula": "C22H22FNO5", "method": "ωB97M-V/def2-TZVPD", "gap_ev": 8.812, "e_tot_ev": -37616.717, "fmax_ev_per_a": 1.27, "e_lumo_ev": 0.7, "homo_energy_ev": -8.1, "elements": ["O", "C", "C", "O", "C", "O", "C", "C", "C", "C", "C", "C", "C", "F", "C", "C", "C", "C", "N", "C", "C", "C", "C", "C", "C", "C", "O", "C", "O", "H", "H", "H", "H", "H", "H", "H", "H", "H", "H", "H", "H", "H", "H", "H", "H", "H", "H", "H", "H", "H", "H"], "xyz": [[-1.2199, 4.1629, 1.1351], [-0.6213, 3.1448, 1.3959], [-1.1612, 2.1467, 2.4294], [-0.6336, 0.8344, 2.2933], [-1.0007, 0.1645, 1.1862], [-1.7197, 0.6409, 0.3500], [-0.4104, -1.2418, 1.1414], [-1.2945, -2.1592, 1.9611], [-2.4981, -1.7391, 2.5176], [-3.2970, -2.5956, 3.2555], [-2.9149, -3.9094, 3.4567], [-1.7305, -4.3629, 2.9060], [-0.9483, -3.4925, 2.1715], [0.1943, -3.9897, 1.6446], [-0.3451, -1.6881, -0.3366], [1.0476, -1.2644, -0.7868], [1.9160, -1.6283, 0.4131], [1.0660, -1.2366, 1.6271], [0.5740, 2.8110, 0.8750], [1.1518, 3.5091, -0.2564], [1.1087, 2.6420, -1.4892], [-0.1207, 2.2299, -1.9849], [-0.2227, 1.3880, -3.0880], [0.9516, 0.9805, -3.6736], [2.1912, 1.3928, -3.1827], [2.2973, 2.2174, -2.0899], [3.1890, 0.8401, -3.9417], [2.5392, 0.0711, -4.9311], [1.1426, 0.1592, -4.7532], [-2.2515, 2.1353, 2.3324], [-0.8868, 2.4765, 3.4336], [-2.8304, -0.7242, 2.3672], [-4.2235, -2.2313, 3.6720], [-3.5340, -4.5798, 4.0321], [-1.4014, -5.3825, 3.0316], [-1.1389, -1.2185, -0.9149], [-0.4476, -2.7699, -0.4094], [1.3584, -1.7700, -1.6993], [1.0695, -0.1876, -0.9636], [2.8785, -1.1183, 0.4060], [2.0960, -2.7031, 0.4195], [1.3387, -0.2453, 1.9872], [1.2120, -1.9253, 2.4572], [0.9805, 1.9180, 1.1097], [0.5516, 4.4127, -0.3939], [2.1813, 3.7917, -0.0186], [-1.0226, 2.5594, -1.4934], [-1.1779, 1.0658, -3.4647], [3.2611, 2.5246, -1.7185], [2.8565, -0.9809, -4.8466], [2.8093, 0.4508, -5.9297]], "forces_ev_per_angstrom": [[-0.3271, 0.2583, -0.0172], [0.0590, -0.4597, 0.4152], [-0.4511, 0.4052, -0.1004], [0.2008, -0.0636, 0.2422], [-0.0387, -0.1421, -0.2422], [-0.0766, 0.0966, 0.1026], [-0.0729, -0.1245, -0.0924], [0.0092, -0.0499, 0.0285], [0.0252, -0.1899, 0.0454], [-0.1204, 0.0198, 0.0595], [-0.0005, 0.0631, -0.0262], [0.1657, 0.0317, -0.1136], [-0.2942, -0.0201, 0.1846], [0.0220, 0.1335, -0.0462], [0.0134, 0.1465, -0.2009], [-0.0084, -0.1538, 0.0598], [0.0420, 0.0576, -0.0538], [0.2788, -0.0273, 0.0452], [0.4470, -0.1517, -0.0107], [-0.0642, 0.1330, -0.0546], [-0.0249, 0.0216, -0.0039], [0.1151, 0.0876, 0.0636], [0.1826, -0.1728, -0.2346], [0.5211, 0.2867, 0.3236], [-0.6061, -0.1446, -0.1609], [0.0337, -0.1316, -0.2333], [0.0427, 0.2884, 0.4005], [0.5836, -0.6712, -0.9089], [-0.4392, 0.1111, 0.1955], [0.1955, 0.0510, -0.0039], [-0.0153, -0.0283, -0.1338], [-0.0447, 0.1268, -0.0145], [-0.0855, 0.0356, 0.0378], [-0.0529, -0.0648, 0.0523], [0.0584, -0.0945, -0.0019], [-0.0399, -0.0988, 0.0211], [-0.0152, -0.0228, 0.0550], [0.0283, 0.0576, -0.1117], [0.0103, 0.1034, -0.0616], [0.0771, -0.0429, 0.0137], [0.0544, -0.0282, -0.0051], [0.0159, -0.0595, 0.0238], [-0.0097, 0.0907, 0.0426], [-0.1447, 0.0659, 0.0491], [0.1771, -0.0626, 0.0382], [-0.0971, 0.0615, -0.0784], [-0.1167, 0.0376, 0.0813], [-0.1606, -0.0539, -0.0613], [0.1522, 0.0560, 0.0798], [-0.1057, 0.2448, 0.0560], [-0.0987, -0.0126, 0.2548]]}